Here is the molecule C3H5N3O from the Open Molecules 2025 dataset. Energies are from ωB97M-V/def2-TZVPD.

## Properties
Energy above the lowest of the compared OMol25 structures with the same formula, charge and spin = 450.23 kJ/mol
SMILES = [H]/N=c1\cnon1C
E_LUMO = 0.3 eV
HOMO-LUMO gap = 9.596 eV

Element x y z (Å)
H (-0.822, 2.024, 0.531)
C (0.051, -1.397, 0.650)
H (0.495, -2.233, 1.098)
C (-0.311, 1.902, -0.404)
H (-0.772, 2.249, -1.337)
O (-1.342, -0.165, -0.391)
N (1.960, 0.260, 0.374)
N (-0.018, 0.421, -0.689)
H (2.485, -0.276, 1.042)
N (-1.198, -1.342, 0.269)
H (0.604, 2.576, -0.398)
C (0.850, -0.237, 0.174)

Löwdin charges, unit e, in atom order: H 0.077; C -0.034; H 0.094; C -0.015; H 0.081; O -0.114; N 0.157; N -0.031; H 0.052; N 0.088; H 0.100; C -0.455


Here is a structure of composition C31H80N5NaO13 from the Open Molecules 2025 dataset. Energies are from ωB97M-V/def2-TZVPD.

## Properties
Spin multiplicity = 2
E_LUMO (spin up / spin down) = -2.2 / -7.6 eV
HOMO-LUMO gap (spin up / spin down) = 8.694 / 3.251 eV
Charge = +1

Element x y z (Å)
C (1.075, -1.710, 2.357)
H (-4.003, -1.379, -0.431)
H (0.949, -5.268, 6.159)
Na (-0.658, -2.651, -0.071)
N (0.887, 7.879, -0.277)
H (-0.546, -4.538, 6.905)
H (4.313, 0.273, -2.086)
H (0.220, -4.850, -4.446)
H (3.096, -2.771, -1.468)
H (-3.321, 1.669, -0.806)
C (-4.003, 2.069, -0.056)
C (-0.153, 1.327, 3.477)
O (-1.235, 0.761, 2.874)
H (2.743, -3.022, 2.194)
H (-1.557, 9.089, -0.464)
C (-0.236, 0.849, 4.970)
H (-0.687, -2.773, -5.609)
H (0.381, -4.864, -2.694)
C (0.994, -6.390, 1.298)
H (2.739, 5.956, -1.542)
H (3.456, -6.242, 0.703)
H (3.710, -4.601, -3.797)
N (-0.761, -5.385, -0.362)
H (4.803, 1.288, -4.219)
H (-2.468, -6.554, -0.866)
O (-1.193, 10.335, -2.170)
H (-1.236, 3.249, 3.699)
N (-0.815, 0.728, -0.675)
C (0.452, 8.824, -1.301)
C (-1.025, -2.769, 3.279)
H (-4.056, -5.046, -0.155)
H (1.356, 1.947, -2.270)
C (-0.547, -6.205, 0.865)
C (-2.593, 10.591, -2.472)
H (0.225, -2.533, 5.095)
H (4.325, 2.996, -3.875)
C (-0.362, -2.168, -4.762)
H (-0.371, -0.224, 5.104)
H (3.566, -3.962, -0.339)
H (3.595, 2.074, -5.180)
N (0.169, -2.904, 2.383)
H (-1.038, 1.250, 5.589)
H (-1.396, -1.754, 3.138)
H (-1.535, -2.868, 5.464)
C (-1.078, 9.114, -1.443)
C (2.707, -5.010, -3.676)
O (-0.685, 1.807, -0.125)
C (3.079, -7.262, 0.778)
N (0.149, -2.320, -2.375)
C (2.874, 5.082, -0.905)
C (-0.253, 2.859, 3.435)
H (-3.126, -1.857, 1.017)
H (-0.762, 6.589, -0.218)
H (0.908, 8.676, -2.280)
H (-0.920, -7.211, 0.675)
H (1.120, -6.952, 2.223)
H (3.803, -7.821, 0.185)
H (2.981, -1.298, 1.662)
H (-4.579, -2.651, 0.619)
H (-1.097, 0.913, 1.936)
O (-0.337, 0.598, -1.824)
H (0.599, -0.903, 1.800)
H (1.210, -1.292, 3.355)
H (0.566, 3.257, 4.034)
H (0.967, 9.757, -1.071)
H (1.482, -5.415, 1.298)
H (-0.193, -5.769, -1.104)
C (3.470, 0.946, -1.930)
H (-2.654, 11.614, -2.845)
H (2.607, 0.502, -3.796)
H (-3.198, 10.575, -1.566)
C (-4.065, 3.623, -0.167)
H (-0.139, 3.103, 2.379)
H (-2.929, -4.619, 1.156)
H (0.757, 1.136, 5.317)
C (-3.682, -2.237, 0.159)
H (0.683, 5.830, 1.400)
C (-5.005, 4.265, 0.927)
O (2.258, 5.331, 0.340)
H (0.236, 4.583, 0.286)
C (3.982, 2.003, -4.163)
H (2.571, -5.851, -4.356)
C (0.490, -4.242, -3.582)
C (0.275, 6.565, -0.554)
H (-4.448, 3.722, -1.183)
H (-1.395, -3.386, -3.243)
O (-2.993, -3.271, -0.421)
H (-2.936, 9.909, -3.250)
C (-2.172, -5.508, -0.780)
H (-0.985, -1.280, -4.659)
C (-0.677, -3.082, 4.826)
H (2.425, 4.267, -1.474)
H (-1.751, -3.480, 2.883)
C (2.326, -2.170, 1.657)
O (-1.197, -0.219, -0.028)
H (-1.586, 8.334, -2.011)
H (3.898, 4.743, -0.753)
H (2.710, 0.402, -1.368)
H (-5.002, 1.656, -0.196)
H (-4.723, 5.314, 0.843)
C (-3.097, -4.584, 0.079)
H (1.892, 7.797, -0.230)
O (1.845, -3.885, -3.828)
H (-2.244, -5.083, -1.781)
H (-4.662, 4.062, 1.941)
O (2.052, -2.529, 0.304)
H (3.192, -7.619, 1.802)
H (-6.077, 4.126, 0.790)
H (-3.580, 1.681, 0.870)
O (1.827, 2.245, -3.052)
H (2.643, -5.520, -2.716)
O (1.725, -7.164, 0.333)
H (1.143, -2.293, -2.555)
H (4.130, -2.270, -0.217)
C (2.941, 1.371, -3.230)
H (-0.165, -1.360, -2.355)
H (-2.149, 3.415, -0.079)
H (0.225, 6.225, -1.589)
H (-1.119, -5.810, 1.704)
C (-0.407, -2.992, -3.484)
C (-0.105, -5.020, 6.033)
H (-0.687, -5.942, 6.058)
C (0.839, 5.487, 0.377)
O (-2.801, 4.120, -0.056)
H (0.662, -1.844, -4.946)
C (3.270, -2.915, -0.402)
H (0.643, -3.711, 2.762)
O (-0.441, -4.464, 4.756)
H (0.806, 0.993, 3.081)
H (3.873, 1.792, -1.373)

Löwdin population analysis, charges in e, atoms 1 to 99: C -0.173; H 0.100; H 0.088; Na 0.324; N 0.233; H 0.088; H 0.085; H 0.129; H 0.070; H 0.064; C -0.054; C -0.522; O -0.045; H 0.129; H 0.131; C -0.034; H 0.082; H 0.096; C -0.168; H 0.076; H 0.066; H 0.093; N -0.051; H 0.079; H 0.120; O -0.181; H 0.089; N -0.587; C -0.103; C -0.132; H 0.126; H 0.038; C -0.138; C -0.060; H 0.109; H 0.075; C -0.032; H 0.047; H 0.076; H 0.078; N -0.046; H 0.083; H 0.097; H 0.123; C -0.205; C -0.098; O -0.020; C -0.107; N 0.058; C -0.085; C -0.038; H 0.081; H 0.145; H 0.169; H 0.111; H 0.119; H 0.090; H 0.127; H 0.097; H 0.042; O -0.018; H 0.101; H 0.113; H 0.082; H 0.143; H 0.096; H 0.083; C -0.061; H 0.095; H 0.131; H 0.092; C -0.494; H 0.053; H 0.112; H 0.077; C -0.107; H 0.135; C -0.033; O -0.177; H 0.119; C -0.044; H 0.088; C -0.192; C -0.118; H 0.127; H 0.131; O -0.209; H 0.094; C -0.162; H 0.082; C -0.194; H 0.078; H 0.092; C -0.211; O -0.006; H 0.123; H 0.103; H 0.080; H 0.081


Max |F|, record by record: 3.0, 5.5 eV/A